# 1
95
Properties=species:S:1:pos:R:3:forces:R:3 method="wB97M-V/def2-TZVPD" fmax_ev_per_a=0.2 orbital_gap_ev=6.11 charge=-2 homo_ev=-2.0 total_energy_ha=-4078.19297 lumo_energy_ha=0.1498 relative_energy_ev=0.105
Sn 1.42880 -0.93332 0.54147 -0.030 -0.015 -0.065
C 0.12605 3.34434 5.04146 -0.005 -0.002 0.008
C 0.07083 3.27574 3.65626 -0.004 0.009 -0.016
C 0.07530 2.04120 3.01868 0.021 0.013 -0.013
C 0.12288 0.84783 3.74254 0.015 -0.038 0.058
C 0.18705 0.94013 5.13531 -0.008 -0.003 -0.005
C 0.18880 2.16926 5.78073 0.005 0.016 0.006
Si 0.09965 -0.83154 2.85387 0.043 -0.048 -0.112
C -1.73074 -1.13627 2.43570 -0.005 0.013 0.046
C -2.29449 -0.55889 1.29679 0.028 0.003 0.003
C -3.62598 -0.75404 0.95674 0.000 -0.002 -0.020
C -4.43202 -1.54829 1.76024 -0.007 -0.003 -0.006
C -3.89194 -2.14508 2.89235 -0.004 0.000 0.001
C -2.55854 -1.94056 3.22147 -0.004 -0.012 0.002
H 0.12659 4.30601 5.54285 0.000 -0.001 0.000
H 0.02585 4.18281 3.06299 0.000 0.003 0.000
H 0.06570 1.99950 1.93637 -0.016 0.006 -0.036
H 0.24948 0.03104 5.72337 -0.002 -0.010 0.005
H 0.24254 2.21201 6.86347 0.001 0.000 0.000
H 0.40356 -1.84340 3.90186 -0.003 0.020 0.016
H -1.66555 0.04201 0.64990 0.007 0.004 -0.017
H -4.02158 -0.30316 0.05280 -0.003 0.001 -0.014
H -5.46983 -1.71736 1.49624 -0.001 0.000 0.000
H -4.50926 -2.78467 3.51355 -0.002 -0.001 0.001
H -2.14652 -2.43144 4.09630 0.007 -0.004 0.002
C 1.79113 0.91655 -3.12359 0.011 0.000 0.011
C 1.20642 2.23866 -2.60651 -0.022 0.008 -0.003
C 0.53215 2.96374 -3.77540 0.015 -0.019 -0.006
C 2.36451 3.07665 -2.05493 0.017 0.006 -0.007
Si -0.04482 1.79220 -1.24458 -0.056 -0.079 -0.012
O 0.59467 0.94495 -0.04891 0.054 0.012 0.017
C -1.44887 0.81783 -2.07785 0.016 0.041 0.010
C -1.41076 -0.57855 -2.11692 -0.006 -0.008 0.023
C -2.42994 -1.31979 -2.69989 -0.018 -0.026 0.019
C -3.51396 -0.67250 -3.27613 -0.008 0.000 0.009
C -3.57423 0.71464 -3.25632 0.002 0.010 0.001
C -2.55462 1.44496 -2.65861 -0.003 0.008 -0.012
C -0.91346 3.33518 -0.53882 0.002 -0.017 0.007
C -2.00660 3.11140 0.30755 -0.010 -0.016 0.016
C -2.68824 4.15287 0.91849 0.007 0.003 0.011
C -2.29629 5.46569 0.69312 -0.002 -0.001 -0.004
C -1.22054 5.71845 -0.14405 0.001 0.007 -0.001
C -0.54261 4.66446 -0.74701 0.004 0.024 -0.011
H 2.51763 1.12131 -3.92046 0.001 0.004 -0.011
H 1.01690 0.26506 -3.53687 -0.013 -0.010 -0.001
H 2.31421 0.37608 -2.33250 -0.002 -0.006 0.006
H 1.27116 3.16989 -4.56062 0.006 0.006 -0.001
H 0.08821 3.91706 -3.47942 -0.010 0.028 0.022
H -0.25877 2.35309 -4.21799 -0.003 0.002 0.000
H 3.11014 3.24025 -2.84431 0.004 0.001 -0.005
H 2.86540 2.55726 -1.23900 0.005 -0.003 0.011
H 2.04709 4.05721 -1.69558 0.019 -0.015 -0.012
H -0.58050 -1.10776 -1.65951 0.003 -0.008 0.000
H -2.38687 -2.40161 -2.67898 0.017 -0.017 -0.020
H -4.31635 -1.24823 -3.72310 0.008 -0.002 -0.002
H -4.42391 1.22787 -3.69286 0.000 0.004 -0.003
H -2.62967 2.52765 -2.62961 -0.003 0.009 -0.001
H -2.33094 2.09593 0.50762 0.000 0.010 -0.003
H -3.51779 3.93540 1.58038 -0.005 0.001 0.002
H -2.82184 6.28379 1.17167 -0.002 0.004 0.003
H -0.90058 6.73813 -0.32654 -0.002 0.006 0.001
H 0.29601 4.89845 -1.38938 -0.025 0.000 -0.013
O 4.23519 0.80145 -0.47049 0.023 -0.016 -0.032
C 4.20643 0.68490 0.73865 -0.040 0.050 -0.007
N 3.22235 0.08877 1.48703 -0.028 -0.035 0.094
C 3.57511 0.09425 2.82099 0.055 -0.002 -0.022
O 2.97598 -0.41645 3.74127 -0.044 0.010 0.021
C 4.88569 0.82915 2.95163 0.003 0.020 0.001
C 5.64612 1.14573 4.05760 -0.010 -0.004 -0.013
C 6.82872 1.84832 3.83893 0.005 0.002 0.004
C 7.22186 2.20925 2.55191 0.009 0.003 0.007
C 6.44370 1.87927 1.44487 -0.008 -0.009 -0.004
C 5.27439 1.18604 1.67780 0.013 0.004 0.019
H 5.32373 0.85791 5.04994 0.002 0.002 0.006
H 7.45538 2.12234 4.67930 -0.001 -0.002 0.004
H 8.14738 2.75606 2.41599 0.002 0.002 -0.005
H 6.73418 2.15246 0.43854 0.002 0.003 -0.005
S -0.43279 -9.02594 -1.68329 -0.045 0.026 -0.029
C -0.35552 -7.50871 -0.96144 0.083 -0.009 0.011
S 0.37768 -7.22617 0.57962 -0.070 0.006 -0.011
C 0.08640 -5.48095 0.46274 0.025 0.130 -0.112
N -0.51904 -5.17934 -0.65477 0.003 -0.024 0.001
N -0.76089 -6.31378 -1.42592 -0.006 -0.016 0.055
C -1.32012 -6.04146 -2.70357 -0.018 0.007 -0.043
C -0.90121 -4.89213 -3.36677 0.016 -0.024 0.003
C -1.43738 -4.57966 -4.60500 0.009 0.017 -0.015
C -2.39417 -5.40267 -5.18431 0.005 0.004 -0.002
C -2.81557 -6.53871 -4.50929 -0.007 -0.013 0.009
C -2.28661 -6.86312 -3.26843 0.028 0.017 0.019
S 0.58313 -4.42578 1.68361 -0.013 -0.055 0.146
H -0.17005 -4.25407 -2.89063 -0.010 0.014 -0.005
H -1.10652 -3.68301 -5.11453 -0.013 0.003 0.011
H -2.81344 -5.15471 -6.15177 -0.001 0.002 0.001
H -3.57016 -7.18172 -4.94572 -0.003 -0.001 -0.005
H -2.61003 -7.74560 -2.74035 -0.002 -0.028 0.013



# 2
13
Properties=species:S:1:pos:R:3:forces:R:3 method="wB97M-V/def2-TZVPD" fmax_ev_per_a=9.1 orbital_gap_ev=9.47 homo_ev=-10.1 total_energy_ha=-435.53034 lumo_energy_ha=-0.0216 relative_energy_ev=10.617
C 0.46687 -0.51766 0.76752 -2.348 2.081 -2.239
C 0.10281 1.62310 -0.49346 -1.814 -0.344 -0.423
C -1.43380 1.68614 -0.35847 -3.411 1.073 -1.254
C -2.68851 1.77314 -0.40088 6.665 -0.447 -0.003
H 1.05979 -2.83089 -1.60468 3.084 3.977 3.365
H 1.67313 -2.41055 1.30165 -3.425 1.523 -2.485
H 0.54895 1.98943 -1.56557 -1.415 -0.942 2.825
H 0.47139 2.28363 0.37724 0.212 -1.693 -1.270
H -3.64680 1.79611 -0.80410 -1.238 0.027 0.112
N 0.64232 -1.77348 0.15603 5.497 -5.274 4.980
O 1.71372 -1.99411 -0.86088 -4.947 -2.525 -2.578
O 0.07150 -0.09443 1.84587 1.944 -1.606 -2.291
O 0.30393 0.11333 -0.47062 1.195 4.151 1.260



# 3
99
Properties=species:S:1:pos:R:3:forces:R:3 method="wB97M-V/def2-TZVPD" fmax_ev_per_a=0.9 orbital_gap_ev=6.30 homo_ev=-6.3 total_energy_ha=-5303.54223 lumo_energy_ha=0.0014 relative_energy_ev=1.631
Sn -0.89052 -0.76510 -0.33963 -0.177 0.414 -0.762
O -1.26183 -1.06789 1.90741 0.235 -0.083 0.078
C -2.54036 -1.56504 2.30736 -0.129 -0.018 0.035
C -3.13829 -2.47542 1.26202 -0.065 -0.004 0.099
C -4.18505 -3.33152 1.57581 0.060 0.037 -0.014
C -4.71086 -4.13227 0.57769 0.003 -0.013 -0.051
C -4.17526 -4.05899 -0.70038 -0.017 -0.029 0.052
C -3.14349 -3.17169 -0.93166 0.035 -0.055 -0.024
N -2.64195 -2.39478 0.03057 -0.001 -0.037 0.024
H -0.60942 -1.78460 2.07024 0.021 0.052 0.121
H -3.18448 -0.69889 2.46216 0.028 -0.048 -0.023
H -2.43546 -2.09178 3.25806 -0.003 -0.034 -0.036
H -4.56861 -3.36685 2.58667 -0.005 -0.001 0.011
H -5.52522 -4.81090 0.79439 0.001 -0.004 0.003
H -4.55026 -4.67158 -1.50715 -0.006 -0.004 -0.009
H -2.69947 -3.07121 -1.91406 0.024 0.014 0.008
N 7.29372 -1.31396 0.60046 0.110 0.089 -0.057
C 8.63172 -1.09530 0.33873 -0.032 -0.100 0.135
C 9.79314 -1.47969 1.00098 0.007 0.029 -0.024
C 10.98575 -1.06945 0.44050 0.040 0.015 -0.023
C 11.02232 -0.30498 -0.73833 -0.015 -0.029 0.043
C 9.86451 0.06700 -1.38802 -0.005 0.000 0.002
C 8.64945 -0.33981 -0.83780 -0.040 0.060 -0.119
N 7.35572 -0.11402 -1.28362 0.085 -0.049 0.071
C 6.59340 -0.70517 -0.40831 -0.204 0.001 -0.009
C 5.12449 -0.73094 -0.46974 0.102 0.012 -0.015
C 4.34142 -1.00038 0.64597 -0.058 -0.019 -0.031
C 2.96229 -1.00392 0.50557 0.046 -0.019 0.069
N 2.34159 -0.75781 -0.64123 0.024 0.016 -0.019
C 3.09909 -0.50414 -1.70535 0.047 0.015 -0.040
C 4.48296 -0.47564 -1.67595 -0.055 -0.008 0.038
H 6.90717 -1.87328 1.33876 0.005 -0.020 -0.010
H 9.77054 -2.06690 1.90903 -0.010 -0.011 0.012
H 11.91646 -1.34208 0.91979 0.009 -0.004 0.004
H 11.98046 -0.00609 -1.14069 0.022 0.003 -0.002
H 9.88435 0.65311 -2.29613 -0.003 0.013 -0.018
H 4.77568 -1.18460 1.61977 0.011 -0.006 0.013
H 2.33181 -1.22265 1.36195 -0.031 0.005 -0.003
H 2.57155 -0.32283 -2.63541 -0.031 0.010 -0.014
H 5.06111 -0.26293 -2.56307 0.024 0.000 -0.011
F 0.76395 6.45013 1.55596 0.026 -0.043 -0.014
C 1.74555 5.67221 1.06329 -0.006 0.032 0.011
F 2.72847 5.65603 1.98238 -0.039 -0.030 -0.014
F 2.22961 6.28095 -0.02746 -0.022 -0.029 0.005
C 1.24170 4.28171 0.77165 0.058 0.098 0.039
C 1.29577 3.75353 -0.50213 -0.051 -0.063 -0.009
C 0.78427 2.47657 -0.69663 -0.056 0.104 -0.066
N 0.24331 1.76216 0.27589 0.038 -0.323 0.380
C 0.22493 2.26878 1.50749 0.075 0.139 -0.021
C 0.70991 3.52706 1.80817 -0.030 -0.012 -0.019
H 1.70506 4.31320 -1.32992 0.005 0.009 0.011
H 0.78841 2.02649 -1.68178 0.022 -0.039 -0.018
H -0.20399 1.64251 2.27962 -0.009 -0.053 0.029
H 0.65980 3.90997 2.81811 0.020 0.022 0.003
Cl -0.02640 -2.91606 -2.71059 0.029 -0.099 0.215
C 0.40396 -3.85674 -1.25220 -0.034 0.025 -0.326
C 0.27725 -3.27462 -0.01116 -0.076 0.062 0.213
C 0.65134 -4.09495 1.02247 0.053 0.045 0.136
Cl 0.59228 -3.45084 2.70127 -0.072 0.048 -0.121
C 1.10476 -5.40350 0.89805 0.022 -0.005 0.017
Cl 1.54339 -6.35638 2.26788 0.014 -0.034 0.009
C 1.20110 -5.94100 -0.38192 -0.004 -0.005 -0.039
Cl 1.75206 -7.55620 -0.60593 0.012 -0.028 0.000
C 0.84989 -5.15607 -1.48033 0.021 -0.008 0.043
Cl 0.97618 -5.81385 -3.06939 0.002 -0.007 -0.002
C -5.17250 1.45226 3.96229 0.011 0.009 0.013
C -5.91131 0.92734 2.91337 -0.020 -0.008 0.006
C -5.36827 0.85410 1.63589 -0.010 -0.015 -0.057
C -4.06733 1.28700 1.36303 0.039 0.111 0.043
C -3.35232 1.82798 2.44059 0.028 0.016 -0.008
C -3.88679 1.91685 3.71654 -0.028 0.009 0.012
Si -3.18287 1.01348 -0.30752 -0.146 -0.013 0.184
C -2.62586 2.71394 -0.94078 -0.002 -0.007 -0.103
C -2.73417 3.91628 -0.24169 0.033 0.006 0.071
C -2.26844 5.11286 -0.77525 0.013 0.012 0.009
C -1.69988 5.14342 -2.03986 -0.003 -0.001 -0.005
C -1.59768 3.96400 -2.76611 0.029 0.061 0.010
C -2.04249 2.77430 -2.21287 0.024 -0.126 -0.050
C -4.57806 0.49754 -1.49304 0.009 -0.100 -0.054
C -5.00606 1.27276 -2.57290 0.015 0.064 -0.030
C -6.01434 0.84360 -3.42621 -0.003 0.016 -0.014
C -6.63390 -0.37873 -3.22024 -0.008 -0.035 0.011
C -6.23915 -1.16534 -2.14683 -0.026 0.022 -0.037
C -5.22612 -0.72935 -1.30707 -0.015 0.001 0.030
H -5.59615 1.51217 4.95651 -0.002 -0.005 0.007
H -6.92255 0.57956 3.08573 -0.010 -0.003 -0.001
H -5.97876 0.45184 0.83747 -0.002 -0.008 -0.025
H -2.34292 2.18564 2.28050 0.057 0.015 -0.031
H -3.30200 2.34656 4.52080 0.009 0.002 0.003
H -3.19638 3.93207 0.73832 -0.014 -0.025 0.020
H -2.36277 6.02670 -0.20171 0.004 0.017 0.002
H -1.34636 6.07726 -2.45845 -0.001 0.007 -0.001
H -1.16478 3.97212 -3.75934 -0.002 -0.002 -0.006
H -1.93952 1.86261 -2.79712 -0.018 -0.013 0.010
H -4.55267 2.23947 -2.75376 0.014 0.003 0.005
H -6.31964 1.47275 -4.25292 -0.005 0.006 -0.011
H -7.41909 -0.71327 -3.88597 -0.009 -0.005 -0.001
H -6.72027 -2.11852 -1.96325 -0.008 -0.016 0.000
H -4.95133 -1.35743 -0.46825 -0.004 0.012 0.032



# 4
67
Properties=species:S:1:pos:R:3:forces:R:3 method="wB97M-V/def2-TZVPD" spin_multiplicity=2 fmax_ev_per_a=4.0 orbital_gap_ev="9.76 / 5.77" charge=+1 homo_ev="-11.8 / -11.8" total_energy_ha=-1619.66505 lumo_energy_ha="-0.0753 / -0.2217" relative_energy_ev=0.557
Ag 2.00904 -4.54446 5.79555 0.301 -0.076 0.699
C -0.04298 -1.38359 5.96819 -0.121 -1.046 -0.807
O 0.41702 -1.46178 4.66949 1.627 1.133 -0.032
O 0.08678 -2.70046 6.42461 -0.248 1.934 0.595
C 0.55207 -0.19379 6.79705 2.133 0.938 1.499
F -0.36860 0.56744 7.41617 -0.009 -1.206 -0.243
F 1.42476 -0.67963 7.74848 -0.990 0.310 -0.827
F 1.26749 0.71308 6.07623 -0.384 -1.204 -0.143
C 0.04541 -0.47542 3.69491 -0.776 -0.838 -1.749
C 0.81244 -0.69922 2.37642 0.519 -0.722 0.583
H 1.85608 -0.38511 2.36091 -0.101 0.646 0.327
H 0.93200 -1.76756 2.19627 -0.567 -0.202 -0.171
H 0.28949 -0.23614 1.53965 -0.012 -0.030 0.148
H 0.09587 0.59082 3.91556 -0.006 -0.267 0.890
H -0.96525 -0.83412 3.49995 -0.493 0.972 -0.313
H -1.10277 -1.12924 5.98415 -0.791 -0.409 0.118
C 3.15354 -4.01088 9.47302 0.252 0.063 1.304
C 1.77459 -4.64638 9.58533 1.266 0.416 -0.347
C 0.77439 -3.83719 10.38519 -0.287 -0.017 1.123
O 1.19973 -3.45968 11.69251 -1.191 0.189 -0.851
C 1.51008 -4.51416 12.58934 0.572 0.325 -0.131
N 1.27506 -4.72886 8.23582 -1.096 -0.179 -1.254
H 3.57648 -3.82306 10.45990 -0.007 -0.021 0.117
H 3.06051 -3.01831 9.03229 -0.043 0.009 -0.305
H 3.89557 -4.60952 8.94469 -0.312 -0.081 -0.255
H 1.75314 -5.68020 9.93008 0.601 0.058 0.426
H -0.15793 -4.40172 10.37092 -0.257 -0.703 0.702
H 0.38315 -2.96148 9.86734 0.943 0.651 -0.054
H 1.27608 -4.22241 13.61317 0.012 0.318 -0.134
H 2.59069 -4.60934 12.48297 0.079 -0.791 0.429
H 0.97506 -5.44866 12.42031 0.015 -0.047 -0.397
H 0.37776 -5.17049 8.37693 -0.460 -0.450 -0.786
H 1.00756 -3.79163 7.97098 -0.093 0.462 -0.022
C 1.73412 -8.23089 4.34088 -0.316 0.898 -0.728
C 2.71951 -7.06523 4.01616 -0.087 -1.209 0.163
C 2.24464 -5.84258 3.16683 0.050 -2.018 -0.416
O 1.08714 -5.25550 3.69675 -0.271 0.627 0.924
C -0.14036 -5.62570 3.07924 0.043 0.209 -1.290
N 3.29900 -6.64474 5.32539 0.147 0.000 -0.526
H 1.18288 -8.50873 3.44253 -0.173 0.029 0.050
H 1.03460 -7.97060 5.13525 -0.100 0.070 -0.049
H 2.26939 -9.13440 4.63284 0.233 0.193 0.136
H 3.49351 -7.61737 3.48308 0.254 0.523 -0.592
H 2.02751 -6.11728 2.13461 -0.014 -0.601 -0.084
H 3.10278 -5.18533 3.02642 -0.244 0.607 0.674
H -1.03974 -5.43433 3.66455 0.542 -0.137 0.641
H -0.11411 -6.65321 2.71643 -0.088 -0.121 0.330
H -0.26398 -4.99955 2.19564 0.010 0.066 -0.254
H 4.29460 -6.55000 5.18432 0.350 0.821 -0.136
H 3.33118 -7.49245 5.87352 -0.597 -0.069 0.638
C 5.20516 -3.09088 4.67970 3.082 -0.648 -0.636
C 4.11997 -2.22005 5.00346 -3.222 2.283 -0.794
C 4.18332 -0.74809 4.35859 0.893 -0.300 1.388
O 5.32817 -0.02831 4.81148 -0.134 -0.033 0.443
C 5.30111 0.32959 6.22637 0.576 0.294 -1.465
N 2.90966 -2.85761 4.41680 0.080 0.063 0.933
H 5.49508 -2.93853 3.64007 0.131 -0.114 -0.205
H 5.00348 -4.15501 4.80232 -0.177 0.086 0.314
H 6.07387 -2.80839 5.27438 0.233 -0.263 -0.089
H 3.97652 -2.15733 6.08215 -0.147 0.191 0.007
H 3.26895 -0.17618 4.51647 -0.369 -0.078 0.959
H 4.17513 -0.71544 3.26911 0.770 -0.764 -0.230
H 4.69409 1.22650 6.34956 -0.926 -0.548 0.347
H 6.27131 0.74117 6.50462 0.372 -0.543 -0.339
H 5.11410 -0.56817 6.81556 -0.416 0.475 0.338
H 2.10821 -2.24881 4.50122 -0.175 0.251 -0.260
H 3.13307 -2.94070 3.43533 -0.384 -0.374 -0.326